The following is a DFT calculation (ωB97M-V/def2-TZVPD) of a structure of composition CH18Na3O12 at a distorted geometry.

The geometry in XYZ format:
```
34
CH18Na3O12 ωB97M-V/def2-TZVPD
Na -1.424 5.861 1.179
Na -4.452 3.348 -3.268
Na -5.119 2.633 2.459
C -0.774 1.221 0.370
O -1.843 1.614 -0.170
O -0.199 0.265 -0.179
O -0.201 1.871 1.255
O 0.152 -0.223 5.351
H -0.548 0.026 5.954
H 0.043 0.362 4.601
O 3.228 -3.143 0.588
H 2.550 -2.494 0.398
H 3.510 -2.941 1.480
O -0.645 -4.823 -0.794
H -0.246 -3.963 -0.656
H -0.976 -5.075 0.068
O 4.380 2.251 1.336
H 3.465 1.986 1.430
H 4.775 1.564 0.799
O -4.096 -2.225 -1.407
H -3.766 -1.349 -1.207
H -3.309 -2.757 -1.523
O 3.721 0.386 -3.160
H 2.848 0.199 -2.815
H 3.571 0.626 -4.074
O -1.219 -0.773 -4.456
H -0.893 -0.655 -3.564
H -0.933 0.012 -4.922
O 1.739 5.399 -1.828
H 2.601 5.806 -1.916
H 1.920 4.532 -1.463
O -2.437 -3.517 3.304
H -3.326 -3.396 3.636
H -2.098 -2.629 3.195
```

E, eV: -39137.71664
Gap between HOMO and LUMO, eV: 2.8620
Energy relative to the best compared isomer or geometry (same formula, charge and spin), eV: 9.985
Total charge: +1
E_LUMO, eV: -5.283
HOMO level, eV: -8.1

Atomic partial charges in e from the Mulliken method, atoms 1 to 6:
1. Na 0.77
2. Na 0.82
3. Na 0.65
4. C 0.82
5. O -0.80
6. O -0.62